Record 1
16
Properties=species:S:1:pos:R:3:forces:R:3 method="wB97M-V/def2-TZVPD" smiles=CC[C@H](C)OO gap_ha=0.4108 lumo_energy_ev=0.7 e_homo_ev=-10.45
C -0.258 -0.137 0.768 -0.405 -2.270 -3.560
C -0.144 -1.158 -0.576 -1.028 1.030 1.859
C -1.087 1.094 0.459 0.000 0.162 0.285
C 0.728 -0.675 -1.713 0.162 0.103 -0.094
O 1.086 0.088 0.932 0.208 1.668 3.839
O 1.050 0.743 2.394 0.770 -0.532 -2.426
H 1.347 1.634 2.135 -0.026 -0.275 0.167
H -0.699 -0.739 1.572 0.227 0.123 -0.029
H 0.203 -2.130 -0.219 -0.058 0.117 0.091
H -1.189 -1.261 -0.885 0.121 -0.134 -0.132
H -0.571 1.755 -0.243 -0.019 -0.138 -0.041
H -1.265 1.663 1.377 -0.036 -0.039 -0.119
H -2.059 0.815 0.037 0.173 0.015 0.089
H 0.581 -1.314 -2.591 -0.005 0.120 0.118
H 0.490 0.352 -2.001 0.056 -0.069 -0.019
H 1.787 -0.729 -1.446 -0.139 0.120 -0.030

=====

Record 2
16
Properties=species:S:1:pos:R:3:forces:R:3 method="wB97M-V/def2-TZVPD" smiles=OCCCCO gap_ha=0.3971 lumo_energy_ev=0.7 e_homo_ev=-10.09
C 0.174 -1.222 0.850 1.694 -0.412 1.903
O 1.036 -2.148 1.615 -1.130 0.792 -0.724
C 1.052 -0.104 0.338 -0.266 0.946 -2.453
C 0.365 0.472 -0.964 -0.237 0.042 -2.829
C -1.156 0.937 -0.858 -1.324 -2.108 -1.009
O -1.405 1.456 0.411 0.820 0.501 1.080
H -0.604 -0.921 1.522 -0.585 0.476 0.055
H -0.189 -1.747 0.031 -0.986 -1.034 -1.456
H 1.771 -1.561 1.535 1.670 -0.503 0.850
H 1.201 0.745 0.996 0.085 -0.253 0.495
H 2.067 -0.525 -0.010 -1.414 0.618 0.573
H 0.862 1.367 -1.466 0.040 -1.181 1.121
H 0.449 -0.381 -1.811 -0.471 1.864 1.861
H -1.605 1.584 -1.682 1.484 -0.265 0.746
H -1.840 0.037 -0.976 0.898 0.420 0.134
H -2.178 2.012 0.470 -0.278 0.096 -0.348

=====

Record 3
16
Properties=species:S:1:pos:R:3:forces:R:3 method="wB97M-V/def2-TZVPD" smiles="C=CO.CCO" gap_ha=0.3390 lumo_energy_ev=0.6 e_homo_ev=-8.58
C -1.084 1.875 0.039 0.128 -0.312 -0.503
O -1.087 0.953 1.134 -0.318 -0.113 0.384
C -0.488 1.276 -1.238 -0.256 -0.855 -0.057
H -2.094 2.213 -0.198 -0.040 0.116 0.392
H -0.501 2.703 0.416 0.071 0.270 -0.061
H -1.762 0.272 1.052 -0.196 0.258 -0.289
H -1.262 1.090 -1.984 0.002 0.221 -0.060
H 0.317 1.828 -1.705 0.069 0.413 0.060
H -0.080 0.286 -1.028 0.143 0.079 0.150
C 1.753 -2.507 0.099 0.767 0.001 -0.375
C 0.790 -1.738 0.583 0.200 0.026 -0.091
O 1.069 -0.618 1.289 0.147 -0.112 0.056
H 1.648 -3.443 -0.428 -0.630 0.083 -0.010
H 2.784 -2.169 0.142 -0.070 0.039 0.410
H -0.261 -1.931 0.409 -0.193 -0.261 0.150
H 0.259 -0.092 1.419 0.174 0.145 -0.156

=====

Record 4
16
Properties=species:S:1:pos:R:3:forces:R:3 method="wB97M-V/def2-TZVPD" gap_ha="0.2816 / 0.1378" lumo_energy_ev="-5.3 / -9.2" spin_multiplicity=2 charge=+1 e_homo_ev="-12.98 / -12.98"
C 1.804 0.405 -0.904 0.020 0.627 1.221
O 2.926 0.751 -0.037 -0.787 -0.820 -1.108
C 1.772 -1.031 -1.296 0.301 -1.697 -0.781
H 1.746 1.027 -1.809 0.437 0.026 0.306
H 0.909 0.604 -0.320 -0.231 0.366 0.142
H 3.500 -0.030 -0.082 0.088 0.481 0.175
H 1.575 -1.804 -0.466 0.635 1.332 -1.019
H 2.748 -1.222 -1.839 -1.072 -0.375 0.629
H 0.956 -1.179 -2.045 0.613 0.046 0.419
C -2.754 -1.158 1.064 2.482 -2.286 0.858
C -2.648 0.205 1.079 0.955 3.351 -1.948
O -1.686 0.829 0.362 -2.132 -1.657 1.450
H -3.388 -1.659 1.835 0.277 0.328 -1.182
H -1.852 -1.691 0.583 -1.897 0.475 0.514
H -3.391 0.856 1.535 0.113 -0.085 0.205
H -1.833 1.797 0.348 0.198 -0.111 0.119

=====

Record 5
18
Properties=species:S:1:pos:R:3:forces:R:3 method="wB97M-V/def2-TZVPD" gap_ha="0.2701 / 0.2693" lumo_energy_ev="3.4 / 3.4" charge=-1 e_homo_ev="-3.98 / -3.95"
C 0.237 2.143 2.108 2.414 -0.770 0.443
C -0.903 -2.203 -1.122 1.869 -1.127 1.178
C -0.132 0.250 0.635 0.925 1.056 -0.257
C 0.989 -0.070 -0.405 -1.745 2.024 0.882
O -1.545 0.992 -2.307 2.653 -3.010 0.937
O 0.308 0.748 1.913 -0.364 -1.189 -0.903
P 0.054 -0.816 -1.825 -1.019 2.570 -0.609
S 1.333 -1.652 -3.094 -0.233 0.278 -0.105
H -0.680 2.465 2.578 -0.935 0.379 -0.885
H 0.672 2.694 1.194 -1.028 -0.369 1.596
H 0.905 2.149 2.998 0.227 1.136 -0.694
H -0.136 -2.902 -0.603 -0.945 1.102 -0.834
H -1.615 -1.946 -0.325 -0.370 -0.149 -1.007
H -1.176 -2.746 -2.032 -0.814 0.073 0.467
H -0.727 -0.617 0.742 -0.695 -0.713 0.900
H -0.715 1.022 0.155 -0.617 0.037 -0.196
H 1.255 0.959 -0.654 0.383 -0.170 -0.853
H 1.875 -0.470 0.044 0.293 -1.158 -0.059

=====

Record 6
17
Properties=species:S:1:pos:R:3:forces:R:3 method="wB97M-V/def2-TZVPD" gap_ha=0.3332 lumo_energy_ev=0.5 e_homo_ev=-8.57
C 1.692 -0.686 1.033 0.197 1.867 -2.037
C -2.176 0.710 0.479 2.682 1.153 0.824
C 1.279 -0.626 -1.528 0.267 -1.186 0.231
C -1.554 -0.578 0.789 1.256 -1.484 1.332
O 0.501 1.614 -0.664 -0.383 -0.260 -0.333
O -1.352 -1.430 -0.057 -0.486 0.129 0.508
S 1.898 0.472 -0.176 -1.678 -1.838 0.406
H 1.084 -1.591 0.823 0.317 1.007 0.663
H 1.896 -0.183 1.960 0.135 -0.779 0.751
H -2.382 1.388 1.331 -0.520 -0.722 -0.521
H -1.121 1.103 0.144 -1.570 0.033 0.023
H -2.791 0.708 -0.396 -0.547 0.062 -0.179
H 0.445 -1.299 -1.082 0.941 1.855 -1.011
H 1.014 -0.043 -2.489 0.661 -1.231 1.784
H 2.129 -1.371 -1.528 -0.675 0.950 -1.035
H 0.438 2.564 -0.489 0.797 -0.259 0.385
H -0.998 -0.751 1.849 -1.393 0.704 -1.792

=====

Record 7
17
Properties=species:S:1:pos:R:3:forces:R:3 method="wB97M-V/def2-TZVPD" gap_ha=0.2853 lumo_energy_ev=0.7 e_homo_ev=-7.07
C 1.328 -1.493 -0.300 -0.101 -0.054 -0.020
C -2.090 -0.216 -1.912 0.910 0.217 0.353
C 0.216 -0.603 0.165 -0.319 -0.027 -0.615
C 0.721 1.398 2.209 -0.645 -0.188 0.195
O 1.906 1.680 1.704 0.903 0.238 -0.228
O -0.317 1.904 1.879 -0.138 0.231 0.036
S -0.505 0.382 -0.994 -0.816 -0.433 0.609
H 1.891 -0.995 -1.088 0.210 -0.052 -0.097
H 2.002 -1.683 0.535 0.166 -0.044 -0.008
H 0.991 -2.464 -0.678 0.122 -0.051 -0.065
H -1.814 -1.110 -2.457 0.015 -0.119 -0.092
H -2.372 0.574 -2.600 -0.110 0.111 -0.088
H -2.874 -0.424 -1.195 -0.081 -0.031 0.117
H -0.468 -1.033 0.886 -0.123 0.070 0.150
H 0.816 0.664 3.021 0.033 0.056 -0.132
H 1.822 2.301 0.961 -0.215 -0.142 0.181
H -1.252 1.117 -0.135 0.189 0.219 -0.297

=====

Record 8
18
Properties=species:S:1:pos:R:3:forces:R:3 method="wB97M-V/def2-TZVPD" smiles=OC[C@@H](S)[C@H](S)CO gap_ha=0.3493 lumo_energy_ev=0.5 e_homo_ev=-9.05
C 2.155 0.274 0.006 -2.943 0.343 10.162
C 0.693 0.546 0.509 -1.934 1.991 2.123
C -0.196 -0.697 0.543 0.450 -1.487 0.706
C -1.613 -0.542 1.233 2.931 4.709 -1.380
H 3.466 -1.163 0.090 -4.017 0.598 3.195
H 2.049 0.251 -0.915 -0.291 -0.913 -8.837
H 2.637 1.139 0.340 1.558 1.238 0.265
H 0.450 1.119 1.631 1.698 -1.873 -2.736
H -0.387 1.273 -1.572 0.250 0.043 0.147
H 0.401 -1.487 1.207 -1.342 1.518 -1.570
H -1.792 -0.725 -1.338 2.845 -1.509 0.388
H -1.418 0.100 2.111 -0.137 -0.732 0.168
H -1.868 -1.505 1.438 -1.616 -2.411 0.690
H -2.435 1.172 0.081 0.401 -4.466 2.171
O 2.529 -0.898 0.706 5.445 -1.132 -3.955
O -2.592 0.129 0.453 -0.624 2.814 -1.861
S -0.014 1.955 -0.465 -0.037 -0.265 -0.186
S -0.413 -1.425 -1.165 -2.639 1.535 0.510

=====

Record 9
19
Properties=species:S:1:pos:R:3:forces:R:3 method="wB97M-V/def2-TZVPD" smiles="C[C@@H](S)OSO.C=CS" gap_ha=0.3278 lumo_energy_ev=0.4 e_homo_ev=-8.48
C 2.428 1.252 1.751 0.368 1.643 1.555
C -2.623 -1.677 -2.388 -0.282 1.729 3.380
C 1.048 1.489 1.164 1.207 -1.256 1.514
C -2.319 -0.446 -2.744 -1.142 0.742 1.182
O 1.318 -1.822 1.352 0.455 1.038 -1.390
O 0.192 0.457 1.742 -0.959 -0.350 0.579
S 1.120 1.367 -0.528 -0.089 0.433 -2.738
S -2.715 0.952 -1.713 0.164 -0.485 1.012
S -0.083 -0.978 1.018 0.459 -0.024 0.830
H 2.892 0.369 1.431 0.186 -1.524 -0.795
H 3.138 2.041 1.445 -0.497 -0.033 0.348
H 2.392 1.158 2.858 -0.054 0.408 -0.545
H -2.458 -2.551 -2.873 0.550 -2.262 -1.895
H 1.330 -2.588 1.910 -0.851 -0.372 0.908
H -2.941 -1.802 -1.310 0.106 -0.009 -1.351
H 0.672 2.456 1.439 -0.521 0.270 0.350
H -1.999 -0.056 -3.672 0.473 -0.226 -1.062
H 1.455 0.086 -0.393 0.320 -0.234 -0.647
H -2.848 0.293 -0.488 0.107 0.510 -1.236

=====

Record 10
17
Properties=species:S:1:pos:R:3:forces:R:3 method="wB97M-V/def2-TZVPD" smiles="C[Si](C)(C)OC=O" gap_ha=0.3952 lumo_energy_ev=0.7 e_homo_ev=-10.06
C -2.645 -0.676 -0.082 -0.679 -1.149 -0.268
C -0.188 1.314 1.333 2.220 -1.415 0.727
C 1.127 -1.397 0.548 -2.653 -1.673 -0.015
C 0.057 0.442 -1.918 0.716 -2.769 1.956
O -2.655 0.515 -0.021 0.264 2.862 0.009
O -1.651 -1.429 0.029 4.048 0.814 0.417
Si -0.016 -0.019 0.077 -2.519 -2.156 -2.968
H -3.498 -1.251 -0.276 -2.145 -0.763 -0.263
H 0.737 1.827 1.524 0.937 0.613 -0.814
H -0.928 2.014 1.240 -1.979 1.502 -0.559
H -0.204 0.917 2.331 -0.853 -0.902 0.558
H 0.646 -2.149 1.269 0.509 1.097 -1.222
H 1.608 -1.899 -0.274 0.041 -0.161 -0.252
H 1.797 -0.874 1.094 2.975 1.335 1.948
H -0.392 1.360 -2.017 -0.443 2.525 -0.450
H 1.010 0.269 -2.436 0.204 0.797 0.672
H -0.554 -0.211 -2.530 -0.644 -0.558 0.526

=====

Record 11
17
Properties=species:S:1:pos:R:3:forces:R:3 method="wB97M-V/def2-TZVPD" gap_ha=0.2528 lumo_energy_ev=7.1 charge=-2 e_homo_ev=0.18
C 2.602 -1.028 -0.258 -0.506 -0.741 -0.547
O 3.792 -0.639 0.192 0.265 0.251 0.261
C 1.343 -0.321 0.336 0.713 0.721 -1.041
C 0.032 -0.564 -0.403 -1.421 -0.970 0.938
C -0.974 0.595 -0.366 -0.078 0.308 0.019
O -2.321 0.180 -0.369 0.142 -0.201 -0.396
H 2.434 -2.147 -0.149 -0.142 0.055 0.034
H 2.442 -0.882 -1.388 0.146 0.032 0.349
H 1.194 -0.524 1.398 0.211 0.004 0.093
H 1.646 0.732 0.222 -0.260 0.043 0.286
H -0.499 -1.366 0.144 0.089 0.074 -0.117
H 0.085 -0.977 -1.414 0.572 0.277 -0.133
H -0.812 1.192 0.540 0.198 0.050 -0.049
H -0.773 1.248 -1.237 0.040 0.103 0.140
H -2.889 0.935 0.058 0.125 0.004 0.322
H -3.707 1.547 1.763 0.019 0.002 0.014
O -3.594 2.018 0.931 -0.113 -0.011 -0.170

=====

Record 12
17
Properties=species:S:1:pos:R:3:forces:R:3 method="wB97M-V/def2-TZVPD" gap_ha=0.2334 lumo_energy_ev=7.0 charge=-2 e_homo_ev=0.67
C -0.033 -0.108 -0.209 -2.557 -1.717 -0.997
C -0.517 -0.951 0.974 -0.224 0.177 0.304
C 0.697 -1.733 1.537 0.127 -0.150 1.902
O 0.449 -2.489 2.638 -0.118 -0.008 0.220
C 0.060 1.349 0.099 3.165 1.445 -2.258
O 0.262 2.087 -1.085 0.128 0.773 0.338
H -0.731 -0.291 -1.075 -0.217 0.700 0.704
H 0.800 -0.611 -0.728 0.712 0.792 0.879
H -1.043 -0.320 1.751 1.137 -0.239 -0.356
H -1.393 -1.586 0.716 0.817 -0.405 -0.194
H 1.134 -2.373 0.754 -0.095 0.020 -0.914
H 1.562 -0.972 1.737 -0.957 -0.251 -0.407
H -0.743 1.829 0.657 -0.507 -0.651 0.567
H 1.049 1.463 0.663 -1.154 -0.037 0.301
H -0.293 1.931 -2.347 -0.148 -0.731 -0.044
H -1.264 0.831 -2.709 0.741 1.045 -1.207
O -0.780 1.521 -3.250 -0.849 -0.763 1.162

=====

ΔE to the lowest compared entry with this formula, charge and spin for the records above, in order: 364.0; 206.5; 164.7; 258.7; 679.8; 456.7; 313.9; 433.6; 69.0; 196.6; 26.6; 115.8 kJ/mol